10
Properties=species:S:1:pos:R:3:forces:R:3:nbo_charge:R:1 method="wB97M-V/def2-TZVPD" charge=-1 orbital_gap_ev=8.5 e_lumo_ev=4.3352
O -0.829127 0.465093 1.114818 0.63 -0.50 -0.46 -0.810
C -1.112559 0.421764 -0.122214 -0.81 0.37 -0.20 0.768
O -1.941706 1.148545 -0.690457 -0.33 0.27 -0.19 -0.764
C -0.400928 -0.590748 -1.043657 1.20 0.28 1.77 -0.754
H -0.465962 -0.275066 -2.073778 -0.24 -0.35 -0.24 0.206
H -0.694742 -1.607605 -0.782945 -0.45 -0.04 -0.49 0.205
H 0.639689 -0.568557 -0.688313 0.07 -0.03 -0.54 0.218
H 0.802193 0.179412 1.228102 0.34 0.24 0.63 0.510
H 2.224009 0.817286 1.618025 0.13 1.10 0.13 0.447
O 1.779134 0.009875 1.440419 -0.54 -1.35 -0.41 -1.025

52
Properties=species:S:1:pos:R:3:forces:R:3:lowdin_spin:R:1 method="wB97M-V/def2-TZVPD" charge=+2 orbital_gap_ev="5.1 / 5.7" s_squared=0.920 e_lumo_ev="-8.9951 / -8.6405" multiplicity=2
Ir -0.095100 -0.211300 0.540200 0.40 0.16 -2.22 0.568
N -0.978100 1.522500 -0.889000 0.05 -1.97 1.46 0.077
C -0.066200 2.426500 -1.460800 1.35 0.68 -0.96 0.007
C -0.303200 3.800000 -1.397800 -0.09 -0.44 0.05 0.003
C 0.461000 4.673300 -2.149600 0.29 -0.11 -0.25 0.002
C 1.468600 4.182100 -2.979300 -0.33 0.23 0.25 0.008
C 1.767700 2.832900 -2.978500 -0.21 -0.27 0.35 -0.001
C 1.044000 1.934900 -2.190700 -0.86 0.79 0.10 0.010
C 1.519300 0.557200 -2.055800 -0.17 0.00 0.48 -0.005
C 1.982000 -0.147600 -3.173400 0.06 0.37 0.63 -0.014
C 2.603200 -1.369500 -3.016100 0.22 -0.53 0.22 0.016
C 2.824200 -1.900100 -1.749200 0.31 0.28 -0.32 -0.005
C 2.427000 -1.190700 -0.622200 -0.63 0.04 0.39 -0.021
C 1.666400 -0.034900 -0.782600 -1.38 -1.27 0.24 -0.156
H -1.763800 2.002900 -0.455800 0.02 -0.17 0.03 0.000
H -1.316700 0.832300 -1.561800 -0.10 0.13 0.06 0.001
H -1.112600 4.168800 -0.784300 -0.15 0.10 0.00 0.000
H 0.260800 5.732700 -2.116700 -0.05 0.07 0.03 0.000
H 2.036300 4.856400 -3.602000 0.04 0.06 0.00 0.000
H 2.601600 2.469200 -3.556700 0.13 -0.05 -0.05 0.000
H 1.856900 0.286300 -4.155400 -0.04 0.04 -0.02 -0.002
H 2.974700 -1.895600 -3.883600 -0.10 -0.10 -0.06 0.000
H 3.336700 -2.844100 -1.632700 0.12 0.03 0.02 -0.001
H 2.691200 -1.567200 0.356900 -0.19 -0.10 0.15 0.000
C -2.389300 -3.294700 0.079100 0.29 0.32 0.01 0.033
C -1.588700 -2.682300 -1.084300 -1.04 -2.44 -1.04 0.037
C -2.544800 -2.374200 -2.264500 0.37 0.17 0.64 0.005
C -0.517400 -3.685300 -1.577000 -0.21 0.42 0.45 0.016
O -0.985500 -1.532900 -0.686900 1.88 4.34 1.37 0.338
H -2.871000 -4.209600 -0.246200 -0.04 -0.11 -0.05 0.003
H -3.150000 -2.593900 0.414400 -0.11 0.06 0.03 0.000
H -1.720900 -3.519200 0.907400 0.05 -0.09 0.11 0.000
H -3.026400 -3.293200 -2.581800 -0.08 -0.07 -0.09 0.000
H -1.988400 -1.956800 -3.100300 0.06 0.00 -0.09 0.000
H -3.306800 -1.664000 -1.953200 -0.14 0.05 0.01 0.000
H -1.005000 -4.610300 -1.866300 0.00 -0.12 -0.05 0.002
H 0.194800 -3.888100 -0.781000 0.10 -0.11 0.08 0.000
H 0.015200 -3.276200 -2.431400 0.03 0.04 -0.10 0.000
C -2.271100 0.005600 4.832700 -0.76 -0.03 -0.24 0.001
N -0.842000 -0.093600 5.005900 0.58 0.03 -0.01 0.005
C 0.081700 0.262100 4.135300 0.99 -0.52 0.46 0.015
S -0.359300 0.951700 2.604300 -0.55 0.08 -2.10 0.045
N 1.366900 0.206900 4.466700 -0.03 0.14 -0.26 0.010
C 1.849400 -0.099800 5.802100 -0.04 -0.08 0.36 0.001
H -2.727800 0.115900 5.811100 0.01 0.03 0.04 0.000
H -2.676600 -0.892600 4.364200 0.03 0.06 -0.03 0.000
H -2.521900 0.878200 4.231700 -0.01 -0.08 0.07 0.000
H -0.528600 -0.460600 5.895100 0.08 0.11 -0.05 0.000
H 2.035800 0.587000 3.810100 -0.23 -0.10 0.00 0.000
H 1.489100 0.638000 6.525400 0.01 -0.04 -0.06 0.001
H 2.934100 -0.073800 5.799600 0.00 -0.02 -0.04 0.000
H 1.532700 -1.096800 6.113100 0.06 -0.02 -0.03 0.000

22
Properties=species:S:1:pos:R:3:forces:R:3:nbo_charge:R:1 method="wB97M-V/def2-TZVPD" charge=0 orbital_gap_ev=9.3 e_lumo_ev=0.9909
C 3.097173 -0.154894 0.589030 1.28 1.19 0.05 -0.598
C 2.207947 -0.588460 -0.559624 0.37 -0.52 0.37 -0.435
C 0.785112 -0.203864 -0.276777 0.08 0.82 -0.01 0.244
C -0.211395 -1.137344 -0.107507 0.04 -1.22 -0.32 -0.313
C -1.540840 -0.727515 0.043574 -0.11 0.83 -0.42 0.061
C -2.741863 -1.644227 0.057947 -0.41 0.22 0.87 -0.638
C -1.756272 0.646120 0.123488 -0.10 -0.81 0.27 -0.322
C -0.682018 1.517032 0.019862 0.24 2.15 -1.29 0.395
N -0.908969 2.931461 -0.006030 -0.21 -1.66 0.62 -0.827
N 0.569797 1.133011 -0.236864 -0.53 -0.72 0.42 -0.495
H 4.208548 -0.271897 0.342263 -1.52 -0.19 0.50 0.207
H 2.798360 -0.680884 1.508915 0.43 0.14 -0.24 0.204
H 2.949100 0.937445 0.743399 0.08 -0.69 0.11 0.220
H 2.510840 -0.077342 -1.465484 0.11 -0.01 -0.29 0.220
H 2.375583 -1.672409 -0.668317 -0.55 0.31 -0.32 0.203
H 0.100213 -2.197778 -0.195325 -0.56 0.68 0.12 0.214
H -2.986639 -2.106789 -0.936182 0.19 0.62 0.95 0.233
H -3.609412 -1.056166 0.511704 0.90 -0.96 -0.97 0.218
H -2.509280 -2.440928 0.777575 -0.28 -0.11 -0.32 0.223
H -2.758029 1.020943 0.266289 -0.09 0.14 -0.01 0.209
H -1.797554 3.291047 -0.332514 0.37 -0.29 0.12 0.384
H -0.100404 3.483439 -0.199424 0.25 0.12 -0.23 0.393

8
Properties=species:S:1:pos:R:3:forces:R:3:nbo_charge:R:1 method="wB97M-V/def2-TZVPD" charge=0 orbital_gap_ev=11.4 e_lumo_ev=1.0330
C -0.104468 1.496204 -0.089180 -0.18 1.16 0.89 -0.319
C -0.106200 1.657237 -1.280712 -0.61 -0.43 -2.38 -0.203
H -0.176016 1.714880 0.984904 0.24 -0.60 -1.02 0.262
H -0.250920 1.691933 -2.418375 0.54 -0.07 2.57 0.266
F 1.323000 -1.656185 0.991381 1.51 0.18 -0.36 -0.223
N -0.009044 -1.514598 0.999946 -1.78 1.43 0.90 0.118
F -0.449307 -2.710819 0.465481 -0.24 0.48 -0.73 -0.238
H -0.227044 -0.678652 0.346555 0.52 -2.16 0.14 0.337

54
Properties=species:S:1:pos:R:3:forces:R:3:nbo_charge:R:1 method="wB97M-V/def2-TZVPD" charge=0 orbital_gap_ev=9.2 e_lumo_ev=0.5412
C 0.964865 3.926532 0.097461 0.21 -0.34 0.17 -0.631
C 1.557612 3.011669 1.160419 0.02 0.51 0.09 -0.076
O 1.943822 1.755285 0.605009 -0.09 -0.04 -0.22 -0.509
C 3.205336 1.629228 0.189878 0.27 0.16 -0.26 0.803
O 3.991345 2.545246 0.124927 -0.06 0.06 0.04 -0.609
C 3.502738 0.252242 -0.227866 0.29 0.00 -0.22 -0.217
C 4.338241 -0.089136 -1.273259 -0.25 0.58 0.30 0.203
C 5.119808 0.768068 -2.198560 -0.03 0.01 -0.04 -0.657
N 4.331467 -1.446756 -1.373817 -0.09 -0.04 0.15 -0.489
C 3.545263 -1.998247 -0.406049 -0.20 -0.29 0.18 0.218
C 3.358374 -3.462518 -0.273536 0.01 -0.08 -0.03 -0.667
C 3.006071 -0.966470 0.322526 -0.19 -0.14 0.37 -0.424
S 2.031995 -1.248558 1.771507 -0.29 -0.49 -0.19 2.339
O 1.914296 -0.061045 2.565964 0.12 -0.01 -0.31 -0.932
O 2.517184 -2.432985 2.424579 -0.09 -0.09 -0.08 -0.953
N 0.569578 -1.694680 1.083940 0.81 -0.03 0.33 -0.863
C -0.304386 -0.613668 0.675517 -0.37 0.21 -0.14 -0.069
C -1.237227 -1.082187 -0.445062 0.24 0.35 0.04 -0.402
C -2.139893 0.074544 -0.879766 -0.02 -0.37 -0.23 -0.217
N -2.876140 0.588868 0.251084 0.07 0.06 -0.14 -0.455
C -4.184188 0.326602 0.484185 -0.12 0.15 -0.15 0.896
O -4.771760 0.639236 1.493357 -0.26 -0.03 0.28 -0.659
O -4.779864 -0.291741 -0.562452 0.27 -0.05 -0.09 -0.536
C -6.178209 -0.529673 -0.408077 -0.48 -0.10 0.17 -0.062
C -6.649092 -1.372386 -1.578765 0.33 0.26 0.25 -0.622
C -2.044834 1.069882 1.334789 -0.14 -0.11 0.40 -0.209
C -1.125700 -0.044082 1.835956 0.15 0.28 -0.23 -0.440
H 0.624511 4.848691 0.559601 -0.06 0.12 0.03 0.218
H 1.718953 4.164662 -0.648950 0.03 0.05 -0.05 0.221
H 0.122473 3.445836 -0.395424 -0.11 -0.01 -0.04 0.203
H 2.436080 3.479983 1.614249 -0.18 -0.10 0.01 0.208
H 0.828412 2.767095 1.935334 0.08 0.00 -0.04 0.191
H 6.161941 0.452347 -2.220643 0.10 0.03 -0.02 0.222
H 5.074423 1.796372 -1.853907 0.05 0.02 -0.04 0.265
H 4.723773 0.711205 -3.212992 0.01 0.02 -0.07 0.219
H 4.858423 -1.972803 -2.053686 -0.07 0.03 0.10 0.417
H 2.545022 -3.805620 -0.913478 -0.05 -0.05 -0.04 0.226
H 3.104007 -3.688209 0.757987 0.06 -0.16 -0.09 0.274
H 4.266355 -3.993831 -0.552141 0.05 -0.09 0.00 0.216
H 0.114541 -2.397110 1.648486 0.07 -0.20 0.25 0.401
H 0.363502 0.164807 0.295371 -0.21 0.09 -0.10 0.227
H -0.650635 -1.440573 -1.290871 0.04 -0.05 -0.03 0.217
H -1.853680 -1.906159 -0.080497 -0.07 -0.09 -0.01 0.199
H -2.845028 -0.248991 -1.644101 0.17 0.11 0.02 0.238
H -1.523585 0.886608 -1.282175 -0.03 -0.03 -0.06 0.188
H -6.701528 0.432689 -0.375789 0.08 -0.14 0.04 0.184
H -6.350021 -1.039669 0.546245 0.00 0.12 -0.15 0.192
H -6.463455 -0.851064 -2.514025 -0.03 0.01 -0.13 0.210
H -6.116724 -2.319690 -1.597439 0.01 -0.12 -0.03 0.210
H -7.713680 -1.564549 -1.483743 -0.11 -0.03 -0.01 0.217
H -2.705361 1.417683 2.130179 0.15 0.05 -0.11 0.248
H -1.447513 1.909061 0.965618 0.01 0.05 0.02 0.185
H -0.445901 0.338340 2.597181 -0.06 -0.02 0.05 0.243
H -1.732001 -0.840387 2.275706 -0.04 -0.05 0.04 0.200

16
Properties=species:S:1:pos:R:3:forces:R:3:nbo_charge:R:1 method="wB97M-V/def2-TZVPD" charge=0 orbital_gap_ev=8.7 e_lumo_ev=0.5970
C 0.921064 -0.393322 -2.336821 1.78 0.67 -1.31 0.313
C -0.053098 1.644666 1.026769 -1.77 -0.75 -3.33 -0.824
C -0.365165 -0.664633 2.265420 -0.15 0.51 2.57 -0.861
N 1.515631 0.426646 -1.621029 0.68 0.24 -0.12 -0.470
N -0.232791 -0.943413 -2.546740 -1.13 -2.05 -1.75 -0.804
O -1.156083 -0.390255 -0.008281 -2.55 -0.54 -2.49 -1.049
S 2.479600 -0.199692 -3.191168 -0.78 0.00 0.67 0.068
S 0.103423 -0.119512 0.661204 2.13 0.33 1.66 1.314
H -0.003886 2.173575 -0.014212 0.55 -0.70 2.17 0.262
H -1.149628 1.505633 1.193383 0.75 1.15 0.67 0.238
H 0.606411 1.908828 1.813367 0.32 0.78 0.61 0.232
H -1.029438 0.158551 2.765775 1.02 -1.81 -0.83 0.231
H -0.892642 -1.615479 2.106866 -0.09 0.49 0.02 0.255
H 0.494957 -0.913740 2.926858 -0.41 0.46 -0.38 0.231
H -0.862207 -0.895018 -1.775692 -0.87 0.06 0.83 0.446
H -0.376150 -1.682835 -3.265698 0.52 1.16 1.02 0.417

no.,electronic energy (eV)
1,-8299.3977
2,-40314.7270
3,-11471.2379
4,-9041.1802
5,-45659.0292
6,-29935.6243